Formula: C22H27BF4MnN2O11P2S
Source: OMol25
Level of theory: the ωB97M-V functional and the def2-TZVPD basis

Each line ends with the Mulliken spin population.
Element x y z (Å)
1 Mn -0.333 0.023 -0.410  0.94
2 O 2.990 2.913 -0.731  0.00
3 C 1.991 2.322 -0.317  0.00
4 O 1.273 1.513 -0.999  0.02
5 C 1.530 2.638 1.125  0.00
6 C 0.003 2.759 1.244  0.01
7 C -0.352 3.429 2.586  0.00
8 C -0.109 2.268 3.585  0.00
9 C 0.389 1.167 2.635  0.00
10 O -0.415 1.410 1.476  -0.01
11 C 1.819 1.518 2.171  0.00
12 C 2.502 0.254 1.615  0.00
13 O 3.617 -0.054 2.064  0.00
14 O 1.803 -0.393 0.783  0.00
15 H 2.034 3.565 1.393  0.00
16 H -0.509 3.155 0.370  0.00
17 H -1.397 3.737 2.585  0.00
18 H 0.271 4.302 2.787  0.00
19 H -1.039 1.957 4.061  0.00
20 H 0.626 2.500 4.354  0.00
21 H 0.253 0.144 2.975  0.00
22 H 2.435 1.882 2.991  0.00
23 N -0.686 0.978 -5.409  0.00
24 C -0.295 1.171 -3.949  0.00
25 C 0.411 2.501 -3.776  0.00
26 P -1.944 1.174 -3.071  0.00
27 O -2.455 -0.343 -3.325  0.00
28 O -2.781 2.033 -3.967  0.00
29 O -1.755 1.453 -1.612  0.00
30 P 0.696 -0.359 -3.509  0.00
31 O 2.150 0.183 -3.150  0.00
32 O 0.727 -1.088 -4.829  0.00
33 O 0.082 -1.076 -2.333  0.00
34 H -1.704 1.159 -5.448  0.00
35 H -0.348 -0.031 -5.586  0.00
36 H -0.189 1.622 -6.012  0.00
37 H -0.277 3.323 -3.993  0.00
38 H 1.293 2.571 -4.419  0.00
39 H 0.743 2.592 -2.745  0.00
40 H -2.165 -0.915 -2.597  0.00
41 H 2.088 0.695 -2.298  0.00
42 F -2.427 -0.545 0.384  0.00
43 B -3.454 -1.283 1.069  0.00
44 F -2.817 -2.284 1.838  0.00
45 F -4.170 -0.414 1.895  0.00
46 F -4.293 -1.877 0.120  0.00
47 N -0.269 -2.074 0.371  0.02
48 S 1.062 -2.898 0.341  0.00
49 C 0.540 -4.544 -0.282  0.00
50 C 1.078 -5.752 0.138  0.00
51 C 0.672 -6.935 -0.466  0.00
52 C -0.258 -6.909 -1.495  0.00
53 C -0.783 -5.697 -1.925  0.00
54 C -0.383 -4.515 -1.322  0.00
55 C 1.424 -3.447 2.039  0.00
56 C 0.411 -3.892 2.876  0.00
57 C 0.710 -4.242 4.182  0.00
58 C 2.013 -4.130 4.654  0.00
59 C 3.016 -3.660 3.818  0.00
60 C 2.722 -3.313 2.506  0.00
61 H -1.080 -2.575 0.720  0.00
62 H 1.811 -5.773 0.936  0.00
63 H 1.086 -7.880 -0.135  0.00
64 H -0.571 -7.834 -1.965  0.00
65 H -1.501 -5.671 -2.735  0.00
66 H -0.754 -3.553 -1.657  0.00
67 H -0.609 -3.952 2.512  0.00
68 H -0.076 -4.592 4.840  0.00
69 H 2.241 -4.390 5.681  0.00
70 H 4.027 -3.553 4.190  0.00
71 H 3.481 -2.891 1.857  0.00

Values from the calculation:
Spin multiplicity ... 2
DFT total energy ... -121049.37528 eV
Charge ... -2
⟨S²⟩ ... 0.95

***

Formula: C22H27ClN6O2
Source: OMol25
Level of theory: the ωB97M-V functional and the def2-TZVPD basis

Each line ends with the natural charge from an NBO analysis.
Element x y z (Å)
1 C 1.614 4.796 -1.560  -0.25
2 O 0.334 5.146 -1.086  -0.52
3 C -0.291 4.171 -0.300  -0.06
4 C 0.312 4.058 1.116  -0.26
5 N -0.449 3.149 1.920  -0.19
6 N -1.415 3.569 2.746  -0.07
7 N -1.924 2.549 3.292  -0.06
8 N -1.345 1.434 2.873  -0.31
9 C -0.425 1.793 2.007  0.35
10 C 0.555 0.910 1.312  -0.12
11 C 1.706 0.739 2.283  -0.07
12 C 1.457 0.081 3.484  -0.13
13 C 2.459 -0.096 4.417  -0.22
14 C 3.733 0.390 4.165  -0.19
15 C 4.000 1.046 2.978  -0.23
16 C 2.988 1.216 2.046  -0.03
17 Cl 3.381 2.034 0.562  -0.01
18 N -0.034 -0.385 1.009  -0.43
19 C 0.923 -1.276 0.376  -0.24
20 C 0.280 -2.659 0.221  -0.22
21 N -0.945 -2.621 -0.540  -0.43
22 C -0.924 -2.791 -1.921  0.10
23 C 0.252 -2.750 -2.667  -0.25
24 C 0.265 -2.998 -4.030  -0.22
25 C -0.911 -3.283 -4.689  -0.23
26 C -2.098 -3.343 -3.972  -0.30
27 C -2.120 -3.120 -2.607  0.34
28 O -3.259 -3.219 -1.846  -0.52
29 C -4.441 -3.670 -2.456  -0.25
30 C -1.862 -1.680 0.065  -0.21
31 C -1.226 -0.292 0.186  -0.25
32 H 1.895 5.571 -2.269  0.20
33 H 1.595 3.826 -2.071  0.17
34 H 2.357 4.760 -0.757  0.17
35 H -1.335 4.484 -0.215  0.20
36 H -0.254 3.188 -0.797  0.16
37 H 0.272 5.036 1.599  0.24
38 H 1.348 3.714 1.071  0.22
39 H 0.909 1.417 0.394  0.21
40 H 0.455 -0.281 3.657  0.24
41 H 2.248 -0.608 5.343  0.22
42 H 4.521 0.260 4.890  0.22
43 H 4.988 1.427 2.769  0.23
44 H 1.809 -1.357 1.009  0.21
45 H 1.233 -0.885 -0.611  0.17
46 H 0.981 -3.363 -0.228  0.21
47 H 0.023 -3.019 1.224  0.21
48 H 1.187 -2.518 -2.183  0.21
49 H 1.199 -2.956 -4.570  0.21
50 H -0.919 -3.469 -5.752  0.21
51 H -3.008 -3.588 -4.497  0.22
52 H -4.802 -2.968 -3.216  0.17
53 H -4.310 -4.659 -2.908  0.18
54 H -5.175 -3.736 -1.654  0.20
55 H -2.775 -1.617 -0.521  0.23
56 H -2.106 -2.036 1.070  0.20
57 H -1.937 0.381 0.665  0.22
58 H -0.990 0.096 -0.825  0.16

Values from the calculation:
Structure (SMILES) ... COCCn1nnnc1[C@@H](c1ccccc1Cl)N1CCN(c2ccccc2OC)CC1
Charge ... 0
Relative energy (zero: lowest compared OMol25 entry of this formula, charge and spin) ... 0.0 kcal/mol

***

Formula: C22H27CsN5O5S
Source: OMol25
Level of theory: the ωB97M-V functional and the def2-TZVPD basis

Each line ends with the Löwdin charge.
Element x y z (Å)
1 Cs -1.175 0.508 0.087  1.46
2 O -1.432 2.966 6.107  0.05
3 C -1.537 2.318 4.905  -0.29
4 C -0.835 1.145 4.658  0.05
5 C -0.969 0.549 3.414  -0.20
6 N -1.763 1.034 2.474  -0.10
7 C -2.406 2.173 2.684  -0.18
8 C -2.323 2.856 3.892  0.06
9 C -3.149 2.762 1.455  -0.70
10 O -4.052 3.565 1.681  -0.01
11 O -2.713 2.371 0.351  -0.38
12 C -0.075 -0.613 3.015  -0.65
13 O 0.247 -1.441 3.875  0.00
14 O 0.311 -0.602 1.817  -0.33
15 H -0.847 2.459 6.685  0.10
16 H -0.181 0.702 5.395  0.12
17 H -2.850 3.786 4.031  0.12
18 C -0.739 -0.941 -4.107  -0.06
19 C 0.199 -0.006 -3.391  -0.21
20 C -0.123 1.346 -3.249  -0.23
21 C -1.376 1.922 -3.850  -0.04
22 C 0.732 2.201 -2.546  -0.22
23 C 0.321 3.634 -2.342  -0.04
24 C 1.923 1.709 -2.011  -0.20
25 C 2.924 2.650 -1.392  -0.05
26 C 2.211 0.344 -2.091  -0.19
27 C 3.400 -0.213 -1.352  -0.04
28 C 1.379 -0.502 -2.826  -0.19
29 C 1.766 -1.942 -3.037  -0.05
30 H -0.543 -0.948 -5.181  0.09
31 H -1.773 -0.648 -3.945  0.08
32 H -0.636 -1.952 -3.728  0.03
33 H -1.785 1.282 -4.625  0.07
34 H -1.168 2.891 -4.301  0.08
35 H -2.134 2.065 -3.078  0.09
36 H 0.467 4.221 -3.252  0.09
37 H 0.884 4.101 -1.539  0.07
38 H -0.731 3.676 -2.068  0.08
39 H 2.728 2.800 -0.328  0.10
40 H 2.895 3.615 -1.892  0.07
41 H 3.932 2.259 -1.506  0.07
42 H 4.292 -0.239 -1.981  0.09
43 H 3.192 -1.221 -1.007  0.07
44 H 3.615 0.387 -0.473  0.08
45 H 1.278 -2.586 -2.305  0.05
46 H 2.840 -2.075 -2.953  0.07
47 H 1.470 -2.278 -4.027  0.08
48 C 0.362 -4.439 3.409  -0.01
49 C -0.595 -4.177 2.324  -0.34
50 N -1.860 -4.477 2.294  0.10
51 N -2.316 -3.991 1.110  0.02
52 C -1.338 -3.367 0.416  -0.82
53 S -1.403 -2.700 -1.095  0.57
54 N -0.228 -3.518 1.189  -0.09
55 N 1.032 -3.034 0.915  0.12
56 H -0.065 -5.142 4.115  0.08
57 H 0.553 -3.478 3.897  0.06
58 H 1.301 -4.813 3.007  0.08
59 H -3.288 -4.059 0.858  0.15
60 H 1.008 -2.730 -0.059  0.04
61 H 1.142 -2.161 1.476  0.07

Values from the calculation:
Charge ... -1
Relative energy (zero: lowest compared OMol25 entry of this formula, charge and spin) ... 40.7 kcal/mol

***

Formula: C22H27F2OSi
Source: OMol25
Level of theory: the ωB97M-V functional and the def2-TZVPD basis

Each line ends with the natural charge from an NBO analysis.
Element x y z (Å)
1 C 2.417 -1.828 -0.029  -1.14
2 Si 1.368 -0.624 0.955  1.89
3 C 1.613 -0.798 2.805  -1.14
4 C 1.719 1.102 0.336  -1.16
5 O -0.225 -1.091 0.585  -0.85
6 C -1.443 -0.525 0.582  0.39
7 C -1.873 0.375 1.510  -0.34
8 C -3.232 0.962 1.351  -0.44
9 C -4.296 0.138 0.586  -0.39
10 C -3.808 -1.197 0.014  -0.39
11 C -2.386 -1.006 -0.513  -0.47
12 H 3.428 -1.935 0.386  0.24
13 H 1.969 -2.833 -0.047  0.26
14 H 2.531 -1.480 -1.062  0.25
15 H 2.594 -0.380 3.099  0.24
16 H 0.847 -0.279 3.400  0.21
17 H 1.598 -1.863 3.096  0.26
18 H 2.457 1.603 0.970  0.23
19 H 2.136 1.060 -0.680  0.26
20 H 0.838 1.749 0.315  0.24
21 H -1.253 0.703 2.358  0.17
22 H -3.643 1.224 2.332  0.20
23 H -3.163 1.926 0.820  0.20
24 H -5.181 0.010 1.217  0.22
25 H -4.637 0.751 -0.259  0.20
26 H -3.849 -2.002 0.757  0.20
27 H -4.479 -1.501 -0.798  0.22
28 H -2.447 -0.176 -1.237  0.21
29 H -1.997 -1.900 -1.015  0.24
30 F 2.564 2.373 9.699  -0.31
31 C 1.730 1.693 8.836  0.38
32 C 1.026 0.600 9.332  -0.14
33 C 0.185 -0.078 8.431  -0.21
34 C 0.050 0.350 7.120  -0.08
35 C 0.737 1.499 6.614  -0.19
36 C 0.469 1.888 5.266  0.14
37 C 1.104 2.899 4.487  -0.08
38 C 0.651 3.062 3.142  -0.10
39 C 1.274 3.924 2.249  -0.21
40 C 2.352 4.726 2.650  -0.14
41 C 2.752 4.623 3.978  0.39
42 F 3.763 5.448 4.415  -0.30
43 C 2.172 3.758 4.895  -0.19
44 C 1.623 2.151 7.528  -0.13
45 H 1.129 0.287 10.369  0.26
46 H -0.376 -0.945 8.777  0.25
47 H -0.602 -0.179 6.424  0.23
48 H -0.350 1.356 4.768  0.24
49 H -0.205 2.464 2.817  0.24
50 H 0.923 3.967 1.217  0.25
51 H 2.844 5.406 1.962  0.26
52 H 2.533 3.747 5.912  0.22
53 H 2.205 3.014 7.239  0.22

Values from the calculation:
Charge ... +1
Relative energy (zero: lowest compared OMol25 entry of this formula, charge and spin) ... 24.3 kcal/mol